# 1
Here is C33H28IKN3O3P as an isolated structure in a non-equilibrium geometry from the Open Molecules 2025 dataset. Energies are from ωB97M-V with the def2-TZVPD basis set.

Its molar mass is 711.58 g mol⁻¹. The lowest unoccupied orbital energy is -0.25 eV. The HOMO energy comes out at -7.06 eV. Its frontier orbital gap is 6.81 eV. The calculation puts the energy relative to the best compared isomer or geometry (same formula, charge and spin) at 4.4 kcal/mol. The calculated total energy is -2903.2441 a.u.

Last column: Mulliken charge in e.
Element x y z (Å)
K (1.2843, 0.2073, -0.4080)  0.6206
C (2.4287, 0.7425, -4.4409)  -1.1684
C (1.6665, -0.5070, -4.1291)  0.5393
N (0.9232, -1.0216, -5.0653)  -0.6384
C (0.2203, -2.1371, -4.8196)  -0.3343
C (0.2342, -2.7896, -3.6141)  0.1043
C (-0.6389, -3.9986, -3.3793)  -1.0132
O (-1.6399, -4.1798, -4.3496)  -0.6016
C (1.0449, -2.2756, -2.5722)  1.4020
C (1.2631, -3.0251, -1.3930)  -1.7411
N (1.7108, -2.5533, -0.2771)  0.2084
C (2.1939, -3.4156, 0.6694)  -0.0101
C (2.9110, -4.5733, 0.3277)  -0.1530
C (3.4738, -5.3846, 1.2879)  -0.7624
C (3.3457, -5.0698, 2.6326)  -0.5421
C (2.6282, -3.9443, 3.0060)  -0.6252
C (2.0709, -3.1414, 2.0323)  0.1562
I (0.9293, -1.4586, 2.6287)  0.1951
C (1.7973, -1.0693, -2.8008)  0.8005
O (2.5479, -0.5351, -1.9425)  -1.2410
H (2.3098, 0.9961, -5.4905)  0.3722
H (3.4808, 0.5830, -4.2086)  0.3465
H (2.0729, 1.5675, -3.8224)  0.1228
H (-0.3574, -2.5094, -5.6536)  0.4583
H (-1.0999, -3.9291, -2.3800)  0.3244
H (-0.0354, -4.9130, -3.4092)  0.4134
H (-2.1239, -3.3520, -4.4491)  0.3498
H (1.0697, -4.1021, -1.4724)  0.7837
H (3.0339, -4.8057, -0.7186)  0.4790
H (4.0228, -6.2641, 0.9839)  0.3703
H (3.8034, -5.6941, 3.3851)  0.3685
H (2.5066, -3.6989, 4.0528)  0.3872
O (2.0649, 3.2010, -0.7338)  -0.4347
N (1.3623, 2.8029, 0.3504)  0.1901
C (1.8966, 2.7980, 1.5011)  -0.1424
C (1.0826, 2.4451, 2.6331)  -0.1850
C (1.6737, 2.1305, 3.8567)  -0.9403
C (0.8911, 1.8356, 4.9528)  -0.6716
C (-0.4925, 1.9038, 4.8444)  -0.7696
C (-1.0905, 2.2396, 3.6419)  -0.2408
C (-0.3219, 2.4740, 2.5055)  0.9230
P (-0.9863, 3.1348, 0.9426)  -0.2862
C (-1.1503, 1.6877, -0.1699)  0.8779
C (-1.4420, 0.3804, 0.2031)  -0.5935
C (-1.6069, -0.5914, -0.7714)  -1.1753
C (-1.4621, -0.2751, -2.1130)  -0.2973
C (-1.1356, 1.0185, -2.4891)  -0.7855
C (-0.9953, 1.9924, -1.5192)  -0.4532
C (-2.7603, 3.3605, 1.3937)  0.2415
C (-3.1503, 4.6830, 1.5827)  -0.4269
C (-4.4613, 4.9973, 1.8856)  -0.7005
C (-5.3990, 3.9866, 2.0039)  -0.4782
C (-5.0203, 2.6675, 1.8217)  -0.7394
C (-3.7103, 2.3525, 1.5136)  0.2349
H (2.9428, 3.5365, -0.4665)  0.3173
H (2.9351, 3.1000, 1.6773)  0.3973
H (2.7534, 2.1224, 3.9259)  0.4006
H (1.3554, 1.5680, 5.8914)  0.4010
H (-1.1060, 1.6999, 5.7088)  0.4202
H (-2.1664, 2.3218, 3.5857)  0.3907
H (-1.5347, 0.1181, 1.2509)  0.8482
H (-1.8817, -1.5954, -0.4766)  0.3934
H (-1.6111, -1.0317, -2.8684)  0.4906
H (-1.0098, 1.2643, -3.5350)  0.4392
H (-0.7654, 3.0170, -1.7883)  0.3725
H (-2.4069, 5.4622, 1.4856)  0.3991
H (-4.7584, 6.0247, 2.0266)  0.4048
H (-6.4253, 4.2235, 2.2374)  0.3891
H (-5.7496, 1.8770, 1.9232)  0.4225
H (-3.4364, 1.3179, 1.3752)  0.3946



# 2
Here is C33H28N4Sb2Se4Ti as an isolated structure from the Open Molecules 2025 dataset. Energies are from ωB97M-V with the def2-TZVPD basis set.

Its molar mass is 1087.84 g mol⁻¹. The lowest unoccupied orbital energy (spin up / spin down) is 1.48 / 1.37 eV. The HOMO energy (spin up / spin down) comes out at -3.67 / -3.68 eV. Its frontier orbital gap (spin up / spin down) is 5.15 / 5.05 eV. The total charge is -1. The expectation value of S² is 0.764. The calculation puts the energy relative to the best compared isomer or geometry (same formula, charge and spin) at 0.0 kcal/mol. The spin multiplicity is 2. The calculated total energy is -12429.1858 a.u.

Last column: Mulliken charge in e.
Element x y z (Å)
Ti (0.3639, -0.1992, 0.3371)  -0.6176
C (1.4421, 2.4089, -1.9216)  -1.2872
C (-0.0343, 2.1992, -1.8059)  0.5200
C (-0.9249, 2.7323, -2.7378)  -0.9255
C (-2.2830, 2.5527, -2.5760)  -0.7039
C (-2.7471, 1.9049, -1.4353)  -0.7243
C (-1.8180, 1.4326, -0.5262)  0.2661
N (-0.4989, 1.5169, -0.7528)  0.8486
Sb (-2.7432, 0.9580, 1.4112)  0.6545
C (-1.4077, 2.2216, 2.5048)  0.2597
C (-1.0020, 1.9459, 3.7964)  -0.5751
C (0.0083, 2.7409, 4.3194)  -0.3448
C (0.5258, 3.7647, 3.5481)  -0.4800
C (-0.0264, 4.0282, 2.2958)  0.5045
C (0.4692, 5.1596, 1.4495)  -1.1757
N (-0.9912, 3.2563, 1.7861)  -0.2662
C (-1.9406, -0.9793, 2.0471)  -0.0813
C (-2.5806, -1.5340, 3.1387)  -0.9298
C (-2.1250, -2.7506, 3.6392)  -0.5036
C (-1.0601, -3.3716, 3.0266)  -1.0609
C (-0.4515, -2.7691, 1.9268)  0.7828
C (0.7717, -3.3572, 1.2986)  -1.1590
N (-0.9079, -1.6062, 1.4534)  1.0411
H (1.6395, 3.3607, -2.4157)  0.5783
H (1.9066, 1.6129, -2.5074)  0.1325
H (1.9142, 2.4152, -0.9382)  -0.0059
H (-0.5315, 3.2834, -3.5813)  0.5290
H (-2.9776, 2.9445, -3.3084)  0.4081
H (-3.8060, 1.7964, -1.2431)  0.4874
H (-1.3794, 1.0852, 4.3344)  0.2954
H (0.4592, 2.5153, 5.2765)  0.4353
H (1.3840, 4.3256, 3.8955)  0.4543
H (0.2837, 6.1194, 1.9358)  0.3685
H (-0.0386, 5.1499, 0.4847)  0.2292
H (1.5467, 5.0535, 1.3019)  0.1334
H (-3.4197, -1.0240, 3.5956)  0.4863
H (-2.5981, -3.2014, 4.5024)  0.4135
H (-0.6685, -4.3087, 3.3978)  0.5004
H (0.6646, -4.4369, 1.1826)  0.5070
H (1.6345, -3.1528, 1.9375)  0.2737
H (0.9819, -2.9077, 0.3279)  0.0272
C (4.4174, -0.0512, -1.4832)  -0.8979
C (4.2503, -0.6791, -2.7146)  -0.8839
C (3.0369, -1.2688, -3.0087)  -1.0515
C (1.9822, -1.2120, -2.0820)  1.1666
C (2.1073, -0.5368, -0.8517)  0.8386
C (3.3678, 0.0131, -0.5847)  0.9881
C (0.7023, -1.8555, -2.3798)  0.9646
C (0.6065, -2.8262, -3.4284)  -1.1456
C (-0.5683, -3.4371, -3.6914)  -1.3337
C (-1.7137, -3.0989, -2.9284)  1.1181
C (-2.9744, -3.6844, -3.1696)  -0.7494
C (-4.0652, -3.3353, -2.4237)  -0.7461
C (-3.9191, -2.3756, -1.4050)  -1.0120
C (-2.7016, -1.8040, -1.1557)  0.0626
C (-1.5544, -2.1481, -1.9020)  -0.9781
N (-0.3449, -1.5480, -1.6218)  0.9197
H (5.3633, 0.3993, -1.2076)  0.4702
H (5.0593, -0.7156, -3.4339)  0.3735
H (2.9144, -1.7494, -3.9710)  0.3180
H (3.5452, 0.5321, 0.3434)  -0.5205
H (1.4939, -3.0864, -3.9819)  0.4067
H (-0.6487, -4.1849, -4.4720)  0.3999
H (-3.0575, -4.4170, -3.9641)  0.4041
H (-5.0300, -3.7868, -2.6132)  0.3885
H (-4.7757, -2.0833, -0.8104)  0.4854
H (-2.6062, -1.0697, -0.3776)  0.6052
Se (5.3728, -0.2641, 2.5699)  -0.6253
Sb (3.9045, 1.5581, 3.0784)  0.5984
Se (1.4566, 0.3011, 2.3277)  -0.5079
Se (3.3877, 2.0732, 5.3778)  -0.6843
Se (3.9574, 3.4556, 1.5633)  -0.6682